[1]
75
Properties=species:S:1:pos:R:3:forces:R:3 method="wB97M-V/def2-TZVPD" charge=-1 gap_ev=6.3 lumo_ha=0.0651 max_force_ev_per_a=3.508 mol_weight_g_mol=554.45
Nb -0.6328 -1.1721 2.6172 2.887 -0.194 -1.885
P -3.0672 -0.4441 3.1910 1.111 1.103 -1.807
O -5.9208 -1.5856 5.0092 -0.356 0.008 0.060
O 5.5820 -1.6266 1.4157 0.033 0.060 0.083
O -4.3341 5.8752 -0.1983 0.066 0.106 0.025
O 0.8022 -1.0770 -0.7781 0.250 0.127 -0.649
O 2.6754 -0.6445 4.2052 0.039 1.457 -2.241
O 1.0792 0.7720 -6.2247 0.116 0.022 -0.311
O -3.6450 0.1182 1.8557 -0.122 -0.735 1.869
N 2.0379 -1.6214 -2.6246 0.038 -0.283 0.384
N -3.4765 3.7567 -0.0726 -0.844 0.493 -0.281
N -7.4132 -0.0969 4.1215 0.384 -0.053 -0.007
N 2.2999 0.2478 -8.0848 0.035 -0.283 0.456
N 6.8074 -1.2537 3.3109 0.301 -0.221 -0.523
C 1.8957 0.0799 -6.7970 -0.027 0.175 -0.354
C 1.6203 -1.7757 -1.3369 -0.034 0.041 -0.151
C 3.0210 -2.4975 -3.2231 -0.252 0.318 -0.014
C -4.4664 4.6632 -0.2543 0.578 -0.467 0.081
C 5.6849 -0.6643 4.0248 -0.105 -0.186 -0.268
C 8.0853 -1.3607 3.9812 -0.329 0.087 -0.012
C -8.5392 -0.6886 4.8162 0.286 -0.150 0.050
C -7.6391 1.0440 3.2581 -0.103 -0.156 0.160
C 2.3795 -0.4109 3.0175 -0.822 -3.119 1.378
C 1.6035 -1.5549 2.2360 1.496 1.879 0.400
C -6.1746 -0.6311 4.3005 -0.105 0.271 -0.133
C 1.4787 -0.5439 -3.4208 -0.143 -0.065 0.451
C 3.2813 -0.6194 -8.7036 -0.182 0.259 -0.073
C 6.6245 -1.6869 2.0356 -0.015 0.140 0.401
C 1.7284 1.3311 -8.8618 -0.154 0.045 0.274
C -2.1371 4.2307 0.2136 -0.111 0.199 -0.013
C -3.7117 2.3237 -0.1547 0.380 0.097 0.196
H -3.7438 -1.6095 3.6713 -0.137 0.754 0.381
H -4.7587 2.1114 -0.3744 0.049 0.114 0.035
H -5.4427 4.1974 -0.4656 0.002 -0.104 -0.001
H 1.9046 -0.5476 -4.4179 -0.010 -0.053 0.204
H -1.1259 -1.5324 0.9037 -0.877 -0.592 0.014
H 8.8304 -1.8196 3.3298 -0.095 0.022 -0.010
H 8.4260 -0.3616 4.2658 0.151 -0.094 0.086
H 1.9430 2.2808 -8.3669 -0.108 0.026 -0.129
H -9.4587 -0.1556 4.5747 0.119 0.021 -0.041
H 1.6920 0.4101 -2.9339 -0.115 0.038 -0.152
H -1.7972 4.8663 -0.6079 0.100 0.022 0.114
H -2.1540 4.8249 1.1301 0.154 0.008 -0.064
H 7.9693 -1.9738 4.8788 0.188 0.045 0.031
H 2.5794 -2.9913 -4.0940 0.170 -0.105 -0.039
H 0.3959 -0.6690 -3.4837 0.052 0.178 -0.101
H 2.3898 -0.7694 -6.2972 0.108 -0.087 -0.119
H -5.3931 -0.1047 3.7265 -0.336 0.044 -0.023
H -8.3395 0.7625 2.4673 0.027 0.179 -0.064
H 3.6213 -1.3840 -8.0047 -0.076 0.088 0.008
H -8.6336 -1.7365 4.5215 -0.117 0.020 0.133
H -6.7056 1.3795 2.8050 -0.009 -0.129 0.058
H 4.8746 -1.3907 4.0853 -0.050 0.244 0.070
H -8.0653 1.8610 3.8469 -0.010 0.093 -0.159
H 2.5966 0.5778 2.5013 -0.253 -0.890 0.449
H -0.9601 -2.8983 3.0878 -0.502 -0.375 0.213
H -0.1931 -0.8652 4.3670 -0.655 -0.257 0.509
H -3.0869 1.9057 -0.9483 -0.081 -0.140 0.056
H 2.8330 -1.1049 -9.5743 0.177 -0.085 -0.014
H 0.6450 1.2030 -8.9149 0.042 0.151 -0.066
H 2.1066 -2.6217 -0.8231 0.094 -0.058 -0.034
H -3.4457 1.8617 0.7982 -0.109 -0.236 -0.265
H 5.3289 0.2086 3.4746 -0.139 -0.058 0.142
H 3.3511 -3.2557 -2.5126 -0.060 0.092 0.007
H -2.9977 0.6067 4.1880 -0.725 -0.866 0.017
H 1.8994 -2.5874 2.6171 -0.349 1.425 -0.249
H 7.5384 -2.1152 1.5905 0.117 -0.017 0.058
H 3.8841 -1.9052 -3.5404 0.097 -0.174 -0.060
H 4.1384 -0.0209 -9.0231 0.069 -0.175 -0.059
H -8.3611 -0.6446 5.8934 -0.146 -0.101 -0.016
H 5.9861 -0.3669 5.0292 0.067 -0.053 -0.104
H 2.1462 1.3397 -9.8682 0.025 -0.084 0.106
H -1.4543 3.3902 0.3343 -0.165 -0.014 0.004
H 1.8309 -1.4339 1.1307 -0.691 -0.201 1.332
H -0.3234 0.5919 2.1578 -0.291 0.407 0.194

=====

[2]
93
Properties=species:S:1:pos:R:3:forces:R:3 method="wB97M-V/def2-TZVPD" charge=+1 gap_ev=7.0 lumo_ha=-0.0857 max_force_ev_per_a=0.584 mol_weight_g_mol=887.33
Cd -1.3501 -0.5415 0.0606 0.019 -0.323 -0.008
S -3.1833 -3.5746 -3.6236 -0.040 -0.028 -0.017
S -2.9251 0.5324 1.5938 -0.009 -0.047 0.127
P 1.1500 -0.1738 -1.4253 -0.304 0.443 0.228
P 1.1892 -0.0110 1.4437 -0.249 0.133 -0.054
N 1.7832 0.6039 -0.0435 0.259 -0.173 -0.064
N -3.4268 1.1638 -3.5075 0.027 0.016 0.040
N -1.6688 -2.3488 1.5605 -0.022 0.023 -0.033
N -2.2725 0.8009 -1.6541 0.020 0.085 -0.011
N -2.3094 -1.9541 -1.8678 -0.018 -0.077 -0.038
C -3.0726 -0.7650 2.7699 0.039 -0.039 -0.062
C -3.5115 -2.7575 4.7517 0.032 0.001 -0.038
C -3.2710 4.7118 -2.4434 -0.005 0.008 0.020
C 4.5091 -0.0132 3.8734 0.007 -0.024 0.000
C 0.0268 3.1177 -4.4436 -0.003 -0.013 -0.015
C -3.2347 2.4087 -2.9261 -0.028 -0.003 -0.086
C 3.0915 1.2752 -0.0985 -0.004 0.003 0.009
C 0.5928 1.4450 2.3533 0.056 0.015 -0.011
C 3.2122 -1.7631 2.1637 -0.017 -0.045 -0.052
C 2.5852 -0.9617 -2.2177 -0.088 -0.160 0.094
C 0.2947 0.8063 -3.8434 -0.045 0.015 0.021
C 3.3426 0.3812 3.2364 -0.024 0.001 0.015
C 4.3813 -2.1579 2.7954 -0.008 0.026 0.005
C -3.3624 -1.9059 -3.9209 0.027 -0.019 -0.022
C 0.1115 1.2375 3.6452 -0.016 -0.007 0.022
C -2.0954 -4.3075 3.4675 0.000 0.007 -0.003
C -0.0948 -3.7377 0.3457 0.020 0.030 -0.027
C -1.2890 -4.5485 2.3996 0.028 0.004 0.003
C 2.6831 -0.4912 2.3715 0.029 0.082 0.004
C -2.7044 -3.0433 3.6289 -0.031 -0.018 0.056
C -2.5228 2.1598 -1.7521 0.043 -0.035 0.010
C 0.7652 1.1772 -2.5810 0.148 -0.076 -0.139
C -0.6364 3.5179 3.7495 0.002 -0.004 -0.012
C 0.8614 2.5258 -2.2672 -0.076 0.015 0.005
C -2.4353 -3.2197 -2.1356 0.007 0.012 0.025
C -2.4756 -2.0640 2.6337 0.040 0.077 -0.062
C 4.8404 -2.2575 -3.2089 -0.022 -0.008 0.016
C 0.4940 3.4931 -3.1963 -0.016 -0.007 0.023
C -2.8383 0.2512 -2.6923 0.036 -0.052 -0.060
C 2.9399 -2.2259 -1.7466 0.006 -0.032 0.006
C -0.4957 2.2687 4.3406 0.009 -0.002 -0.015
C -1.0782 -3.5176 1.4587 -0.003 -0.010 0.012
C 0.4375 2.6930 1.7629 -0.005 -0.026 0.019
C -0.1717 3.7282 2.4609 0.015 -0.019 0.023
C -4.0604 -1.5155 4.8763 -0.008 0.027 -0.012
C -2.5839 4.4671 -1.2410 0.008 -0.001 -0.038
C 5.0302 -1.2806 3.6524 -0.002 0.005 0.003
C -2.1997 3.1947 -0.8777 0.027 0.000 -0.003
C 3.3629 -0.3577 -3.2002 0.043 0.048 -0.045
C -2.8451 -1.1957 -2.8838 0.000 0.118 0.056
C -3.6153 3.6911 -3.3063 0.013 -0.014 0.027
C 4.4862 -1.0063 -3.6930 0.000 0.004 -0.001
C -0.0725 1.7680 -4.7678 -0.008 0.019 0.006
C -3.8354 -0.5352 3.8953 -0.010 0.004 0.032
C 4.0654 -2.8706 -2.2330 0.017 0.022 -0.028
H 0.9172 -3.5910 0.7312 0.004 -0.023 0.014
H 5.0124 0.6706 4.5435 0.006 0.007 0.007
H 4.3341 -3.8496 -1.8594 0.008 -0.013 0.001
H -4.2821 0.4434 4.0129 -0.009 0.007 0.009
H 5.0873 -0.5307 -4.4563 0.011 0.001 -0.006
H 4.7810 -3.1485 2.6255 0.006 -0.014 -0.005
H 5.9396 -1.5859 4.1523 0.010 -0.005 0.004
H 2.3266 -2.7094 -0.9929 0.011 0.016 -0.014
H -3.8321 -1.5455 -4.8203 -0.005 0.013 -0.019
H 2.9397 1.3695 3.4194 0.008 -0.002 -0.011
H 3.9032 0.5666 0.0823 0.000 0.016 0.000
H -0.1484 -4.7571 -0.0380 0.002 -0.007 -0.009
H -3.6716 -3.5252 5.4969 -0.005 -0.019 0.006
H -0.2845 4.6993 1.9962 0.001 0.013 -0.013
H 1.2043 2.8323 -1.2888 0.036 -0.002 -0.009
H -3.9489 0.9699 -4.3437 0.002 0.005 0.006
H 3.0953 0.6189 -3.5864 0.004 -0.024 0.024
H -0.2338 -3.0333 -0.4750 -0.010 -0.012 0.032
H 0.1941 0.2580 4.1053 0.013 -0.001 0.007
H -2.2722 -5.0733 4.2126 -0.008 -0.004 0.011
H -4.1603 3.8832 -4.2202 -0.010 0.004 -0.013
H -1.1153 4.3224 4.2907 -0.009 0.011 0.009
H -2.1066 -4.0060 -1.4739 0.022 -0.005 0.019
H -0.4302 1.4699 -5.7451 -0.002 -0.006 -0.009
H 3.2429 1.7279 -1.0775 -0.022 0.013 -0.001
H -0.2582 3.8718 -5.1651 -0.007 0.005 -0.008
H 5.7177 -2.7579 -3.5959 0.011 -0.005 -0.005
H 3.1391 2.0588 0.6580 -0.008 0.010 0.010
H -0.7988 -5.5030 2.2657 0.008 -0.007 -0.003
H -3.5533 5.7263 -2.6895 0.002 0.012 -0.003
H -0.8721 2.0957 5.3399 -0.001 -0.004 0.012
H -2.3613 5.2994 -0.5872 -0.002 0.012 0.007
H 0.7709 2.8533 0.7459 0.044 0.009 0.015
H -1.6857 2.9939 0.0545 -0.018 -0.001 -0.006
H 2.7088 -2.4535 1.4966 -0.021 0.003 -0.011
H -4.6770 -1.2745 5.7320 -0.002 0.011 0.005
H 0.2143 -0.2453 -4.1021 0.013 -0.010 -0.011
H 0.5657 4.5408 -2.9370 0.007 0.012 0.007

=====

[3]
90
Properties=species:S:1:pos:R:3:forces:R:3 method="wB97M-V/def2-TZVPD" charge=+1 e_above_lowest_kj_mol=666.7 gap_ev=9.0 lumo_ha=-0.1104 max_force_ev_per_a=8.083 mol_weight_g_mol=543.22
Cl -1.2767 5.6598 -2.2157 -0.916 -0.619 -1.632
O -4.4132 -4.4616 -1.0642 -1.478 -3.885 -3.002
O -4.2038 -3.5106 -0.1730 -1.542 4.208 2.477
N -3.3708 -9.4338 3.5195 0.555 1.508 0.106
N -3.2354 -1.3407 -2.1191 0.323 8.032 0.847
N 7.2255 0.7482 2.4038 0.316 0.966 1.312
N -4.3200 1.9117 -0.4437 -1.239 0.336 -0.400
N -3.7200 0.9566 -1.2487 -0.909 -4.401 0.378
N -2.7451 1.1771 -2.2302 1.106 -5.603 -2.266
N -5.0150 -1.1320 -0.3284 -0.025 1.427 0.736
C -2.1024 2.4592 -2.7259 0.395 1.034 -0.944
C -3.1658 3.6833 -3.0212 1.005 1.030 -0.467
C 4.9681 1.2967 0.3192 0.989 1.044 0.561
C -3.0305 -6.2292 1.4187 -0.178 0.069 -0.114
C -3.1230 -5.9867 2.9198 -0.137 0.207 -0.331
C -2.4037 -0.2262 -2.7696 -2.784 -0.590 1.845
C -4.0826 -0.5350 -1.1422 3.799 0.601 -3.351
C -1.2708 -0.6333 -3.9304 0.049 -0.108 1.836
C 3.7616 -0.3602 -2.3689 0.406 -0.028 0.540
C 5.5548 1.8634 5.6845 -0.092 -0.090 0.082
C 2.3971 -1.2534 -2.5463 0.706 -1.059 -1.042
C 1.4895 -0.8318 -3.8775 0.624 1.074 0.622
C 2.3920 1.7082 1.1801 0.160 0.568 0.868
C 7.5459 2.5776 4.2652 0.291 0.096 0.183
C 3.9923 1.8951 1.5138 -0.107 -0.994 0.240
C -2.2450 4.9237 -3.6615 -0.843 -1.100 0.202
C 7.0581 2.1047 5.6341 -0.237 -0.135 0.364
C 1.9880 0.1423 0.8866 -0.683 0.225 -0.468
C 3.5095 1.2281 -2.0316 -0.051 0.032 -1.275
C 7.3700 1.5546 3.2261 -0.157 -0.775 -0.997
C 4.6992 1.9468 -1.1617 -0.625 0.695 0.411
C 0.1527 -0.0106 -3.3957 0.101 0.371 -0.488
C -2.9243 -8.3671 3.6214 -0.355 -1.318 -0.100
C -2.3549 -7.0189 3.7445 -0.046 0.239 0.285
C -6.3810 3.1115 0.4306 1.151 -0.257 0.507
C -5.3607 -2.6059 -0.2872 -1.190 -0.515 -1.005
C -5.7652 2.1696 -0.8069 -1.923 2.071 0.675
H -7.4675 2.7958 0.7442 2.166 0.827 -0.875
H -2.3799 -6.7174 4.7983 0.024 -0.238 -0.106
H 4.4577 -0.3967 -3.3206 -1.550 -0.193 1.788
H -5.9206 2.8139 -1.7821 0.479 -1.655 1.597
H -3.7561 2.7849 -0.3536 -0.533 -1.209 -0.129
H 4.3838 -0.8694 -1.4955 -1.307 1.123 -1.774
H -5.6705 2.9009 1.3556 -1.601 0.435 -1.759
H -1.5833 -0.2984 -5.0075 0.496 -0.587 2.209
H -6.2770 4.2694 0.1988 -0.487 -2.552 0.380
H -2.9381 5.7459 -4.1496 1.696 -1.700 1.152
H 0.1111 -0.0040 -2.2199 0.117 0.096 -2.331
H 5.0031 2.7680 5.4103 0.021 -0.084 0.014
H 7.5807 1.1858 5.9257 0.015 0.188 -0.106
H -5.5837 -0.4890 0.2974 1.283 -1.273 -1.048
H -1.4907 4.4502 -4.4205 -1.366 1.278 1.433
H -6.1197 -2.8489 0.5839 1.695 1.077 -1.475
H 0.2643 1.0921 -3.8009 -0.310 -2.132 1.052
H 5.7071 2.0576 -1.7902 -2.259 -0.618 1.331
H 2.4250 1.3619 -1.5873 2.331 -0.197 -0.555
H 5.2543 1.5765 6.6976 -0.001 0.051 -0.172
H 1.2368 -1.7457 -4.5636 0.423 1.721 1.428
H -6.4418 1.2091 -0.8408 1.862 1.681 -0.140
H -1.3009 -7.0297 3.4432 -0.178 -0.155 0.004
H 1.8103 2.0994 2.1444 1.102 -0.932 -2.082
H -2.7160 -4.9922 3.1367 -0.024 -0.165 0.107
H 4.2653 3.0052 1.8293 -0.659 -2.212 -0.997
H 4.3456 3.0709 -0.9700 0.744 -2.322 -0.435
H 7.0213 3.4962 3.9774 0.017 -0.207 -0.100
H 1.5074 -0.3851 1.8150 0.970 1.127 -1.692
H 2.8684 -0.5323 0.5132 -1.581 1.504 0.713
H -3.5542 -5.4347 0.8770 0.258 -0.262 0.172
H 7.3126 2.8676 6.3791 0.091 -0.085 -0.190
H -4.1781 -5.9727 3.2183 0.179 -0.043 0.086
H 4.2012 1.2390 2.4848 -0.357 1.343 -2.025
H 4.9460 0.1262 0.3607 0.028 2.300 -0.280
H 5.2541 1.0574 5.0083 0.032 0.093 0.021
H -1.1775 2.8030 -2.0563 -2.320 -0.743 -1.125
H 1.7770 -1.2672 -1.5519 1.123 0.141 -2.022
H 2.1723 -0.0663 -4.4869 -1.584 -1.826 1.097
H -1.9877 -6.2361 1.0863 -0.110 -0.013 -0.009
H 8.6103 2.8305 4.3383 -0.141 -0.090 -0.205
H -3.9590 3.4062 -3.8417 1.505 0.253 1.767
H -1.1709 -1.8195 -3.8565 -0.614 2.668 -0.218
H -1.6197 2.1915 -3.7843 -1.250 0.295 2.442
H -5.9155 -2.8980 -1.2932 1.370 0.704 1.944
H 2.7434 -2.3745 -2.7601 -0.660 2.378 0.677
H -3.4891 -7.1816 1.1362 0.110 0.029 0.062
H 1.1749 0.1605 0.0243 1.571 -0.232 1.814
H 6.0748 1.6167 0.6299 -2.535 -0.894 -0.761
H -5.2744 -4.9506 -0.8508 1.605 0.737 0.101
H 2.0511 2.4257 0.3011 0.827 -1.616 1.695
H -3.6679 4.1347 -2.0632 0.874 -1.087 -1.888
H 3.4853 1.7859 -3.0867 -0.046 -1.081 2.211

=====

[4]
10
Properties=species:S:1:pos:R:3:forces:R:3 method="wB97M-V/def2-TZVPD" smiles="C=P(O)(O)O" e_above_lowest_kj_mol=176.9 gap_ev=8.8 lumo_ha=0.0137 max_force_ev_per_a=3.798 mol_weight_g_mol=96.02
P 0.3154 -0.1823 0.2922 -2.873 0.130 -2.109
O 0.2811 -1.7673 0.6788 2.308 2.498 1.002
O 1.3098 0.0010 -0.9488 0.569 -0.078 0.839
O 1.2739 0.4621 1.3740 -0.245 -0.673 0.773
C -1.5586 0.4160 -0.5501 3.307 -0.602 1.768
H 0.8735 -0.3570 -1.7009 -0.513 -0.330 -1.512
H 1.2506 1.3917 1.1594 0.326 0.884 0.275
H -0.4988 -2.0432 0.2719 -2.437 -1.266 -1.038
H -2.0587 0.6920 0.3921 -0.327 -0.112 -0.137
H -1.1881 1.3870 -0.9686 -0.114 -0.452 0.140

=====

[5]
31
Properties=species:S:1:pos:R:3:forces:R:3 method="wB97M-V/def2-TZVPD" charge=-3 e_above_lowest_kj_mol=0.0 gap_ev=2.7 lumo_ha=0.2195 max_force_ev_per_a=2.407 mol_weight_g_mol=377.25
Ca -0.6056 -1.0287 0.1983 0.178 -0.318 1.867
S 1.6736 1.5841 -1.0864 -0.060 -0.311 -1.292
P -0.2538 -3.1877 -1.0725 1.684 -0.884 1.475
O -1.9368 1.0285 0.0468 -0.456 0.286 -0.193
O 1.4344 0.4796 -0.2706 0.027 -0.611 1.455
O -2.6446 -0.3957 1.6071 -0.339 0.178 -0.313
O 0.1510 -0.9284 2.6075 0.212 0.092 0.354
O 0.5387 1.6344 -2.1864 -0.006 1.034 0.068
O -0.7654 -1.9282 -1.8673 -0.368 0.453 -1.738
O 1.0219 -2.5920 -0.3548 0.443 0.166 -0.613
O -1.2488 -3.2395 0.1382 -0.743 -0.613 -0.681
O 1.9395 2.8826 -0.5840 -0.046 0.432 0.119
O 2.8741 1.1737 -2.0850 0.098 0.349 0.119
O 1.3325 -2.1197 4.1354 -0.346 0.130 0.217
O 0.0664 -4.4837 -1.8145 -0.779 0.431 -0.388
C 0.9215 -1.0742 3.5846 0.385 -0.091 -0.547
C -4.2620 1.1079 0.7260 0.553 0.128 -0.984
C 0.8934 0.7792 -3.2796 0.122 -0.585 -0.085
C 1.5305 0.2374 4.1559 -0.107 0.004 0.756
C -2.8311 0.5225 0.7896 0.094 -0.111 0.558
C 2.3861 1.0351 -3.4097 0.177 0.091 -0.558
H 0.6112 -0.2496 -3.0174 -0.039 -0.187 -0.025
H 2.5534 1.9706 -3.9654 0.025 0.039 0.209
H 2.9635 0.2598 -3.9110 -0.236 -0.253 0.172
H 0.3740 1.1422 -4.1626 -0.218 -0.085 0.074
H 2.4909 0.0052 4.6254 0.242 0.106 -0.441
H -5.0016 0.3240 0.8683 -0.014 0.056 0.444
H -4.4110 1.5198 -0.2777 -0.027 0.158 0.106
H 0.9462 0.6003 5.0163 -0.323 -0.008 -0.314
H 1.5719 1.0172 3.3966 0.151 0.038 0.040
H -4.3139 1.9233 1.4488 -0.284 -0.115 0.138